1.
This record from OMol25 describes 5 unconnected molecules or ions with the total composition C39H45BN5O10. The level of theory is ωB97M-V/def2-TZVPD.

Summary:
**Total energy**: -69764.0826 eV
**LUMO level**: 0.8793 eV
**Charge**: -1
**Gap between HOMO and LUMO**: 5.05 eV
**Maximum force**: 2.95 eV/Å

Last column: Mulliken charge in e.
Atoms and positions in Å:
C -0.114 -1.334 -0.593  -1.010
C 0.742 -0.122 -1.132  0.838
C 2.116 -0.451 -1.523  -0.395
C 2.953 0.651 -2.037  -0.417
C 2.436 2.019 -2.118  -0.631
C 1.057 2.310 -1.717  -0.456
C 0.175 1.256 -1.235  -0.412
C -1.322 1.435 -0.820  0.150
B -1.903 2.986 -0.848  0.797
O -2.628 3.170 -2.144  -0.669
C -3.920 2.573 -2.198  -0.422
C -4.218 2.487 -0.603  -0.027
C -5.109 1.314 -0.054  -0.943
C -4.326 0.018 0.392  0.868
C -5.188 -1.323 0.182  -0.298
C -4.367 -2.275 -0.810  -0.792
C -4.266 -1.601 -2.241  0.294
N -3.486 -2.507 -3.141  -0.764
O -3.074 2.899 0.106  -0.630
H -0.393 -2.056 -1.401  0.146
H -1.019 -1.003 -0.027  0.084
H 0.545 -1.857 0.161  0.354
H 2.530 -1.500 -1.461  0.184
H 3.987 0.373 -2.346  0.352
H 3.131 2.809 -2.484  0.328
H 0.692 3.357 -1.797  0.312
H -1.463 0.996 0.209  0.190
H -1.922 0.776 -1.523  -0.110
H -1.126 3.850 -0.550  -0.294
H -3.964 1.580 -2.741  0.128
H -4.679 3.321 -2.553  0.349
H -4.909 3.388 -0.472  0.342
H -5.746 1.625 0.822  0.289
H -5.815 1.014 -0.883  0.312
H -4.177 0.084 1.509  0.381
H -3.364 -0.159 -0.140  -0.910
H -5.275 -1.917 1.135  0.119
H -6.201 -1.092 -0.244  0.323
H -3.316 -2.274 -0.397  0.112
H -4.797 -3.308 -0.869  0.367
H -5.287 -1.400 -2.655  0.313
H -3.690 -0.640 -2.167  -0.240
H -3.397 -2.053 -4.059  0.270
H -2.523 -2.548 -2.792  0.257
C 6.827 -5.446 -0.065  -0.541
C 5.980 -4.479 0.460  -0.508
C 4.723 -4.286 -0.088  -0.188
C 4.318 -5.067 -1.160  0.044
C 5.156 -6.034 -1.698  -0.445
C 6.417 -6.222 -1.146  -0.379
N 2.978 -4.867 -1.719  0.995
O 2.294 -3.991 -1.221  -0.581
O 2.628 -5.584 -2.641  -0.618
H 7.809 -5.598 0.368  0.391
H 6.298 -3.877 1.296  0.531
H 4.072 -3.527 0.328  0.464
H 4.845 -6.642 -2.538  0.447
H 7.080 -6.974 -1.555  0.368
C 6.368 2.739 1.003  -0.553
C 6.472 1.895 2.102  -0.766
C 6.749 0.548 1.919  -0.190
C 6.925 0.060 0.630  0.102
C 6.817 0.896 -0.473  -0.206
C 6.537 2.240 -0.282  -0.542
N 7.238 -1.356 0.431  1.054
O 7.305 -2.075 1.418  -0.656
O 7.415 -1.743 -0.710  -0.595
H 6.160 3.782 1.147  0.704
H 6.337 2.289 3.102  0.384
H 6.826 -0.102 2.781  0.429
H 6.948 0.517 -1.479  0.463
H 6.451 2.902 -1.135  0.368
C 3.295 9.001 1.774  -0.378
C 3.439 8.136 2.852  -0.479
C 3.738 6.798 2.634  -0.290
C 3.895 6.341 1.333  -0.009
C 3.746 7.195 0.250  -0.189
C 3.444 8.531 0.475  -0.521
N 4.235 4.933 1.099  1.017
O 4.339 4.205 2.076  -0.595
O 4.397 4.575 -0.052  -0.522
H 3.067 10.046 1.947  0.369
H 3.320 8.505 3.863  0.364
H 3.847 6.132 3.480  0.428
H 3.863 6.839 -0.766  0.434
H 3.328 9.208 -0.363  0.367
C -9.495 -5.092 0.916  -0.375
C -8.737 -4.012 0.483  -0.476
C -8.131 -3.171 1.407  0.055
C -8.290 -3.426 2.763  -0.217
C -9.053 -4.498 3.205  -0.363
C -9.657 -5.333 2.275  -0.459
N -7.633 -2.556 3.744  1.029
O -6.988 -1.615 3.325  -0.577
O -7.768 -2.830 4.926  -0.623
H -9.962 -5.750 0.192  0.369
H -8.614 -3.826 -0.578  0.404
H -7.543 -2.334 1.055  0.431
H -9.182 -4.696 4.262  0.429
H -10.252 -6.174 2.610  0.366

2.
This record from OMol25 describes 2 unconnected molecules or ions with the total composition H3N3O3. The level of theory is ωB97M-V/def2-TZVPD.

Summary:
**SMILES**: NN=O.O=NO
**Total energy**: -10656.1313 eV
**LUMO level**: 0.4776 eV
**Gap between HOMO and LUMO**: 10.28 eV
**Maximum force**: 5.77 eV/Å
**Relative energy (zero: lowest compared OMol25 entry of this formula, charge and spin)**: 84.5 kcal/mol

Last column: Mulliken charge in e.
Atoms and positions in Å:
N -0.784 1.589 -1.423  -0.326
N -0.198 0.836 -0.527  0.239
O -0.902 0.032 0.068  -0.466
H -0.269 2.357 -1.673  0.254
H -1.841 1.332 -1.658  0.274
O 2.450 -1.298 1.836  -0.401
N 1.428 -1.034 1.268  0.351
O 0.496 -2.069 1.272  -0.374
H -0.381 -1.744 0.836  0.450

3.
This record from OMol25 describes a molecular structure, C4H15NO3. The level of theory is ωB97M-V/def2-TZVPD.

Summary:
**Total energy**: -12021.1005 eV
**LUMO level**: 0.7589 eV
**Gap between HOMO and LUMO**: 10.62 eV
**Maximum force**: 4.40 eV/Å
**Relative energy (zero: lowest compared OMol25 entry of this formula, charge and spin)**: 71.9 kcal/mol

Last column: Mulliken charge in e.
Atoms and positions in Å:
O 1.829 16.048 16.581  -0.696
H 1.710 15.104 16.481  0.371
H 0.963 16.375 16.827  0.445
O 3.006 17.721 17.398  -0.751
H 3.841 17.282 17.558  0.254
H 2.439 17.037 17.042  0.467
C 0.148 11.682 18.048  -1.328
C -0.247 13.230 17.867  0.485
C 0.783 14.290 18.444  -0.971
O 0.208 15.612 18.277  -0.525
C 0.971 16.563 19.022  -0.984
N -0.492 13.465 16.435  -0.757
H 1.173 11.364 17.859  0.354
H -0.459 11.140 17.323  0.346
H -0.175 11.457 19.064  0.331
H -1.151 13.242 18.476  0.291
H 1.761 14.094 18.006  0.386
H 0.994 14.180 19.508  0.557
H 0.730 16.491 20.083  0.369
H 0.731 17.572 18.686  0.292
H 2.042 16.476 18.839  0.496
H -1.496 13.539 16.358  0.280
H -0.171 14.423 16.410  0.287

4.
This record from OMol25 describes C3H6NPS in the gas phase. The level of theory is ωB97M-V/def2-TZVPD.

Summary:
**SMILES**: CCSPC#N
**Total energy**: -24821.0243 eV
**LUMO level**: 0.6189 eV
**Gap between HOMO and LUMO**: 10.15 eV
**Maximum force**: 5.99 eV/Å
**Relative energy (zero: lowest compared OMol25 entry of this formula, charge and spin)**: 21.5 kcal/mol

Last column: Mulliken charge in e.
Atoms and positions in Å:
C 0.575 -0.490 -0.526  -1.072
C 0.387 0.564 0.555  -0.283
S -1.366 1.035 0.843  -0.162
P -2.498 0.423 -0.765  -0.045
C -3.528 -0.685 0.206  0.279
N -4.164 -1.472 0.693  -0.350
H 0.406 -1.493 -0.259  0.347
H 0.080 -0.153 -1.576  0.261
H 1.611 -0.351 -0.958  0.304
H 0.813 1.524 0.447  0.381
H 0.598 -0.027 1.453  0.254
H -3.555 1.382 -0.568  0.085

5.
This record from OMol25 describes C5H11NO in the gas phase. The level of theory is ωB97M-V/def2-TZVPD.

Summary:
**Total energy**: -8896.8692 eV
**LUMO level (alpha / beta)**: -0.0619 / 0.3438 eV
**Gap between HOMO and LUMO (alpha / beta)**: 6.98 / 8.42 eV
**Maximum force**: 1.31 eV/Å
**Relative energy (zero: lowest compared OMol25 entry of this formula, charge and spin)**: 111.3 kcal/mol

Last column: Mulliken charge in e.
Atoms and positions in Å:
C -0.519 -0.724 -1.574  -0.772
C -0.690 -0.450 -0.121  0.569
C 0.563 0.094 0.605  0.981
C 0.155 0.574 1.996  -1.465
C 1.293 1.194 -0.169  -1.576
N -1.433 -1.332 0.597  -0.833
O -0.742 -1.975 -2.020  -0.426
H -0.674 -2.009 -2.982  0.384
H -2.259 -1.606 0.064  0.223
H -0.240 0.003 -2.340  0.370
H -1.292 0.467 -0.719  0.102
H 1.233 -0.766 0.713  0.184
H 1.038 0.833 2.584  0.402
H -0.483 1.458 1.924  0.333
H -0.398 -0.204 2.519  0.392
H 0.627 2.034 -0.375  0.350
H 1.690 0.835 -1.119  0.379
H 2.131 1.574 0.416  0.403

6.
This record from OMol25 describes 2 unconnected molecules or ions with the total composition C3H5ClFN3. The level of theory is ωB97M-V/def2-TZVPD.

Summary:
**Total energy**: -22896.4662 eV
**LUMO level**: 0.7396 eV
**Gap between HOMO and LUMO**: 9.24 eV
**Maximum force**: 1.58 eV/Å
**Relative energy (zero: lowest compared OMol25 entry of this formula, charge and spin)**: 86.0 kcal/mol

Last column: Mulliken charge in e.
Atoms and positions in Å:
C -0.035 1.841 0.725  -0.239
C 1.862 -0.557 -0.689  0.172
C -2.145 -0.853 0.219  -0.755
N -0.556 0.827 0.431  0.307
N 1.938 0.684 -0.821  -0.263
N -0.805 -0.360 0.373  -0.438
F 2.934 1.333 -0.110  -0.163
Cl 2.827 -1.582 0.283  -0.115
H 0.379 2.706 0.299  0.304
H 1.066 -1.032 -1.244  0.343
H -2.148 -1.583 -0.592  0.231
H -2.454 -1.361 1.136  0.265
H -2.864 -0.063 -0.011  0.352

7.
This record from OMol25 describes a molecular structure, C22H62CrCuO18. The level of theory is ωB97M-V/def2-TZVPD.

Summary:
**Total energy**: -133725.5344 eV
**LUMO level (alpha / beta)**: -0.3124 / -1.4213 eV
**Multiplicity**: 6
**<S²>**: 8.77
**Gap between HOMO and LUMO (alpha / beta)**: 6.99 / 5.98 eV
**Maximum force**: 4.34 eV/Å
**Relative energy (zero: lowest compared OMol25 entry of this formula, charge and spin)**: 2.4 kcal/mol

Last column: Mulliken charge in e.
Atoms and positions in Å:
Cr -2.451 -1.008 -2.699  0.210
Cu -0.480 0.503 -0.021  1.407
C 0.679 -4.460 -2.823  -1.037
C -0.217 -3.571 -3.682  -0.306
O -1.314 -2.949 -3.059  -0.537
H 0.161 -5.418 -2.785  0.324
H 0.949 -4.065 -1.843  0.170
H 1.594 -4.633 -3.390  0.385
H -0.478 -3.987 -4.655  0.388
H 0.450 -2.744 -3.925  -0.068
C -2.935 -2.851 1.092  -1.438
C -3.291 -1.522 0.490  0.325
O -2.282 -0.988 -0.332  0.369
H -3.099 -3.670 0.391  0.330
H -3.714 -3.084 1.817  0.461
H -1.927 -2.963 1.492  0.085
H -3.559 -1.035 1.427  -0.493
H -4.205 -1.681 -0.082  -0.075
C 1.109 0.852 -3.742  -0.765
C -0.164 1.564 -3.046  -0.175
O -1.231 0.758 -2.492  -0.313
H 0.883 0.294 -4.651  0.379
H 1.434 0.095 -3.029  -0.156
H 1.969 1.509 -3.869  0.426
H -0.654 2.431 -3.489  0.375
H 0.312 2.093 -2.220  -0.447
C 2.559 3.874 0.916  -1.369
C 1.254 3.207 0.543  -0.534
O 1.144 1.849 0.744  0.609
H 2.620 4.000 1.997  0.225
H 2.410 4.942 0.757  0.449
H 3.539 3.608 0.521  0.184
H 1.237 3.448 -0.520  0.240
H 0.471 3.879 0.897  0.243
C 0.748 -1.513 1.937  -0.818
C 0.962 -2.068 0.409  -0.812
O 0.918 -1.139 -0.729  0.337
O -0.195 -0.449 2.011  0.159
H 1.707 -1.127 2.283  0.308
H 0.389 -2.246 2.659  0.464
H 0.133 -2.727 0.151  0.326
H 1.900 -2.574 0.178  0.561
H 0.884 -1.662 -1.533  -0.351
H -0.186 -0.171 2.930  -0.069
C -4.520 -0.678 4.533  -0.397
C -2.991 -1.040 4.703  -0.547
O -2.213 -0.089 4.051  -0.142
O -4.815 0.434 5.288  -0.575
H -5.104 -1.538 4.859  0.385
H -4.747 -0.611 3.469  0.198
H -2.911 -1.966 4.134  0.227
H -2.815 -1.012 5.778  0.423
H -1.711 0.447 4.669  0.181
H -5.395 1.115 4.940  0.325
C -5.400 -1.813 -2.983  -0.573
C -5.243 -0.292 -3.380  -0.662
O -4.157 0.365 -2.855  -0.344
O -4.161 -2.424 -2.963  -0.148
H -6.107 -2.331 -3.631  0.413
H -5.837 -1.854 -1.986  0.339
H -6.160 0.277 -3.230  0.472
H -5.229 -0.341 -4.468  0.359
H -4.577 1.209 -2.673  0.273
H -4.305 -3.365 -2.839  0.201
C 2.182 2.769 5.306  -0.780
C 2.085 1.725 4.263  0.404
O 0.790 1.620 3.921  -0.370
O 3.545 3.113 5.550  -0.573
H 1.665 2.423 6.201  0.346
H 1.692 3.722 5.105  0.319
H 2.431 0.772 4.664  0.270
H 2.645 1.970 3.360  -0.222
H 0.788 1.684 2.963  -0.009
H 3.671 3.959 5.114  0.324
C 5.241 -1.232 -4.734  -0.488
C 4.789 -0.268 -3.656  -0.060
O 4.049 -1.013 -2.657  -0.487
O 4.287 -2.214 -5.159  -0.504
H 6.072 -1.806 -4.325  0.273
H 5.575 -0.588 -5.547  0.322
H 4.075 0.469 -4.022  0.084
H 5.637 0.305 -3.281  0.412
H 3.689 -0.377 -2.035  0.284
H 3.557 -2.064 -4.554  0.299
C -2.949 2.260 0.384  0.222
C -4.099 2.850 1.199  -0.710
O -3.559 3.938 1.916  -0.474
O -1.911 1.761 1.179  0.379
H -2.471 3.066 -0.172  0.375
H -3.351 1.556 -0.344  -0.643
H -4.453 2.157 1.962  0.241
H -4.860 3.055 0.446  0.435
H -4.283 4.549 2.073  0.285
H -2.253 1.718 2.075  -0.034
C 4.787 0.299 0.455  -0.214
C 6.121 0.008 -0.304  -0.311
O 6.958 -0.650 0.625  -0.555
O 3.811 0.568 -0.616  -0.394
H 4.844 1.112 1.178  0.341
H 4.349 -0.608 0.871  0.219
H 6.462 1.015 -0.541  0.250
H 6.068 -0.586 -1.217  0.118
H 7.633 -1.037 0.063  0.336
H 3.044 0.904 -0.146  -0.087